# 1
{
  "formula": "C13H26N2O5S",
  "method": "ωB97M-V/def2-TZVPD",
  "symbols": ["C", "C", "C", "S", "O", "O", "N", "C", "C", "C", "C", "C", "O", "N", "C", "C", "O", "C", "O", "C", "C", "H", "H", "H", "H", "H", "H", "H", "H", "H", "H", "H", "H", "H", "H", "H", "H", "H", "H", "H", "H", "H", "H", "H", "H", "H", "H"],
  "coordinates": [[-4.901, -0.934, 1.103], [-4.654, -0.112, -0.155], [-3.470, 0.821, 0.017], [-1.930, -0.163, 0.139], [-1.721, -0.539, 1.509], [-1.970, -1.183, -0.864], [-0.707, 0.879, -0.235], [-0.392, 1.167, -1.611], [1.102, 1.465, -1.722], [1.474, 2.620, -0.792], [1.064, 2.296, 0.654], [2.005, 1.207, 1.177], [3.200, 1.429, 1.271], [1.444, 0.044, 1.555], [2.252, -1.131, 1.755], [2.275, -1.956, 0.449], [2.809, -1.246, -0.643], [4.190, -0.965, -0.569], [0.950, -2.257, 0.176], [0.727, -3.067, -0.962], [-0.426, 1.953, 0.687], [-5.162, -0.287, 1.938], [-5.715, -1.637, 0.943], [-4.004, -1.487, 1.364], [-4.434, -0.780, -0.990], [-5.546, 0.470, -0.405], [-3.534, 1.408, 0.928], [-3.336, 1.466, -0.848], [-0.976, 2.030, -1.973], [-0.664, 0.282, -2.186], [1.660, 0.572, -1.439], [1.348, 1.720, -2.754], [0.966, 3.533, -1.115], [2.550, 2.794, -0.823], [1.241, 3.182, 1.275], [0.480, -0.162, 1.327], [3.259, -0.821, 2.036], [1.810, -1.747, 2.539], [2.880, -2.881, 0.603], [4.389, -0.135, 0.115], [4.490, -0.681, -1.577], [4.752, -1.851, -0.255], [1.221, -2.649, -1.842], [-0.350, -3.063, -1.107], [1.091, -4.086, -0.788], [-0.999, 2.855, 0.413], [-0.741, 1.629, 1.680]],
  "forces_ev_per_a": [[-0.076, -0.006, -0.202], [-0.121, -0.166, 0.118], [0.620, -0.612, -0.092], [-0.095, 0.749, -0.084], [-0.031, 0.130, 0.227], [-0.063, 0.053, -0.307], [-0.646, -0.631, 0.202], [0.146, -0.210, -0.664], [-0.197, 0.189, 0.062], [0.130, -0.107, 0.003], [0.053, 0.039, -0.174], [-0.431, 0.287, 0.207], [0.299, 0.144, -0.109], [-0.124, -0.333, 0.163], [0.156, -0.204, -0.408], [0.272, -0.143, 0.532], [-0.408, -0.039, 0.044], [0.155, 0.037, 0.045], [0.149, 0.199, 0.108], [-0.032, -0.046, -0.091], [0.055, 0.368, 0.549], [-0.008, 0.024, 0.131], [-0.063, -0.071, 0.047], [-0.045, -0.139, 0.143], [-0.138, 0.074, -0.062], [0.113, 0.026, -0.055], [0.057, 0.139, 0.085], [0.066, 0.130, -0.083], [0.007, -0.058, 0.009], [0.056, 0.146, -0.147], [0.003, -0.054, -0.077], [-0.005, -0.034, -0.025], [0.004, 0.054, 0.014], [-0.049, 0.084, 0.017], [-0.027, -0.138, -0.014], [0.122, 0.168, 0.007], [-0.114, -0.099, 0.024], [0.110, -0.014, -0.011], [-0.167, 0.212, -0.077], [0.010, -0.091, -0.040], [0.104, -0.028, 0.037], [0.042, -0.007, -0.048], [-0.047, -0.038, 0.012], [0.064, -0.123, -0.081], [-0.022, 0.036, -0.021], [0.058, -0.070, 0.062], [0.060, 0.171, 0.021]],
  "lowdin_charge": [-0.10, -0.29, -0.22, 0.64, -0.29, -0.27, -0.26, -0.18, -0.14, -0.14, -0.19, -0.46, 0.05, 0.11, -0.07, -0.39, -0.15, -0.08, -0.13, -0.07, -0.16, 0.08, 0.08, 0.06, 0.10, 0.11, 0.11, 0.10, 0.13, 0.12, 0.10, 0.12, 0.12, 0.12, 0.15, 0.09, 0.13, 0.13, 0.16, 0.07, 0.09, 0.09, 0.09, 0.08, 0.09, 0.13, 0.13],
  "charge": 0,
  "smiles": "CCCS(=O)(=O)N1CCC[C@H](C(=O)NCC(OC)OC)C1",
  "homo_energy_ev": -9.15,
  "e_above_lowest_kcal_mol": 0.0,
  "gap_ev": 9.70,
  "e_lumo_ha": 0.02007
}


# 2
{
  "formula": "C13H26N3O3PRu",
  "method": "ωB97M-V/def2-TZVPD",
  "symbols": ["C", "C", "N", "C", "C", "C", "C", "C", "P", "H", "H", "H", "C", "C", "H", "H", "H", "C", "C", "H", "H", "H", "H", "H", "H", "H", "H", "H", "H", "H", "H", "Ru", "H", "O", "H", "H", "N", "N", "C", "C", "O", "O", "H", "H", "H", "H", "H"],
  "coordinates": [[0.315, -3.080, 0.453], [-0.268, -2.823, -0.905], [-0.424, -1.541, -1.260], [-0.685, -1.164, -2.529], [-1.152, -2.151, -3.368], [-1.111, -3.478, -3.008], [-0.663, -3.823, -1.755], [-0.269, 0.211, -3.067], [-0.298, 1.364, -1.468], [-0.591, -4.830, -1.406], [-1.297, -1.810, -4.370], [-1.399, -4.250, -3.696], [-1.300, -2.015, 1.952], [1.062, -1.847, 2.491], [-0.705, 0.535, -4.071], [1.405, -3.174, 0.488], [-0.097, -4.012, 0.861], [-1.882, 2.298, -1.408], [0.866, 2.655, -1.996], [-1.835, 3.273, -0.889], [-2.167, 2.440, -2.460], [-2.659, 1.732, -0.876], [1.281, 3.040, -1.051], [1.673, 2.187, -2.568], [0.374, 3.439, -2.593], [1.018, -2.749, 3.092], [2.013, -1.744, 1.979], [0.821, -0.963, 3.078], [-1.456, -2.948, 2.515], [-1.441, -1.173, 2.626], [-2.050, -1.965, 1.157], [0.474, -0.020, 0.056], [-1.157, 0.302, 0.444], [2.463, -0.377, -0.090], [0.756, 0.223, -3.422], [2.642, -1.051, -0.830], [0.071, -1.941, 1.414], [1.434, 3.998, 2.365], [0.439, 3.217, 3.230], [0.228, 1.890, 2.559], [-0.494, 0.985, 2.971], [0.847, 1.825, 1.420], [2.373, 3.574, 2.520], [1.433, 5.013, 2.590], [1.131, 3.835, 1.368], [0.768, 3.112, 4.265], [-0.486, 3.783, 3.188]],
  "forces_ev_per_a": [[0.747, 0.699, 0.385], [-0.863, 0.465, -0.103], [1.510, 0.818, -0.262], [-0.099, -0.883, -0.573], [0.811, 0.804, -0.818], [-0.485, -0.180, -0.177], [0.375, -0.177, 0.668], [-0.987, 0.032, 1.119], [-1.873, 3.286, -4.649], [0.013, -0.607, -0.163], [-0.582, -0.378, -0.665], [-0.140, -0.170, -0.292], [-0.476, 1.422, -0.388], [0.067, 1.233, -1.190], [-0.620, -0.113, 1.805], [-0.061, -0.268, -0.686], [-0.048, 0.271, 0.270], [-0.441, -0.560, 0.231], [0.504, -0.252, 0.682], [0.482, -0.415, -0.334], [-0.066, 0.156, 0.318], [0.182, 0.012, -0.390], [0.060, 0.317, -0.540], [-0.002, 0.240, 0.134], [0.077, -0.299, 0.309], [0.058, -0.405, 0.202], [0.566, -0.113, 0.399], [0.045, -0.134, 0.240], [0.344, -0.050, -0.112], [-0.088, -0.014, 0.133], [0.193, -0.156, -0.009], [1.422, -0.894, 3.807], [0.994, 0.263, -0.821], [-1.098, -1.030, -1.818], [0.690, -0.409, 0.727], [0.187, 1.191, 1.404], [-1.496, -3.301, 1.630], [-0.230, -0.178, 0.387], [0.009, 0.694, -0.155], [-0.495, -1.393, -1.145], [0.502, 0.718, 0.184], [0.037, -0.593, -0.556], [-0.557, 0.680, -0.466], [0.184, -0.690, -0.044], [0.730, 0.183, 1.186], [0.132, 0.208, -0.143], [-0.212, -0.027, 0.279]],
  "lowdin_charge": [-0.06, -0.25, -0.02, -0.30, 0.03, 0.05, 0.04, -0.15, 0.80, 0.14, 0.13, 0.15, -0.01, 0.01, 0.15, 0.14, 0.17, -0.21, -0.21, 0.08, 0.07, 0.06, 0.04, 0.06, 0.09, 0.15, 0.09, 0.10, 0.15, 0.09, 0.11, 1.25, 0.08, -0.27, 0.09, 0.08, -0.21, 0.19, 0.00, -0.62, 0.05, -0.20, 0.19, 0.19, 0.16, 0.16, 0.15],
  "charge": 3,
  "homo_energy_ev": [-17.58, -19.22],
  "gap_ev": [7.69, 4.29],
  "s_squared": 8.77,
  "e_lumo_ha": [-0.36361, -0.54866],
  "multiplicity": 6
}


# 3
{
  "formula": "C13H26N3O9P",
  "method": "ωB97M-V/def2-TZVPD",
  "symbols": ["C", "C", "C", "O", "C", "C", "N", "C", "O", "C", "O", "C", "O", "P", "O", "O", "O", "H", "H", "H", "H", "H", "H", "H", "H", "H", "H", "H", "H", "H", "H", "H", "H", "C", "N", "C", "O", "C", "N", "C", "C", "O", "H", "H", "H", "H", "H", "H", "H", "H", "H", "H"],
  "coordinates": [[-5.861, -0.093, 2.648], [-4.895, 0.692, 2.054], [-4.456, 1.987, 2.595], [-5.152, 2.542, 3.441], [-3.124, 2.645, 2.143], [-3.290, 4.156, 1.942], [-2.551, 2.063, 0.900], [-1.119, 1.810, 0.840], [-0.615, 3.050, 0.368], [-0.759, 0.697, -0.163], [-1.167, 1.054, -1.493], [-1.381, -0.651, 0.233], [-0.574, -1.280, 1.245], [0.197, -2.630, 0.772], [-0.542, -3.850, 1.115], [1.592, -2.648, 1.495], [0.420, -2.727, -0.782], [-6.153, -1.048, 2.223], [-6.363, 0.224, 3.560], [-4.420, 0.330, 1.150], [-2.421, 2.484, 2.967], [-4.017, 4.358, 1.149], [-2.337, 4.616, 1.669], [-3.642, 4.630, 2.863], [-2.856, 2.570, 0.069], [-0.723, 1.550, 1.830], [0.352, 3.075, 0.461], [0.327, 0.588, -0.165], [-1.024, 2.009, -1.634], [-1.500, -1.267, -0.665], [-2.389, -0.501, 0.628], [1.318, -2.773, 2.412], [0.422, -3.692, -0.868], [5.100, -3.409, -0.883], [4.048, -2.407, -1.047], [4.188, -1.103, -0.780], [5.248, -0.612, -0.409], [2.983, -0.190, -1.031], [2.070, -0.683, -2.073], [2.290, -0.671, -3.387], [3.532, 0.001, -3.939], [1.506, -1.211, -4.150], [4.907, -4.264, -1.532], [6.068, -2.978, -1.144], [5.135, -3.743, 0.155], [3.147, -2.713, -1.380], [3.349, 0.804, -1.291], [2.438, -0.118, -0.092], [1.221, -1.156, -1.788], [4.421, -0.508, -3.571], [3.547, 1.046, -3.636], [3.508, -0.058, -5.027]],
  "forces_ev_per_a": [[1.637, 1.651, -0.838], [-1.513, -2.141, 0.401], [-0.790, 0.757, 1.074], [0.988, -0.192, -0.738], [0.225, 0.231, -1.126], [-0.177, 0.192, 0.597], [-0.144, -1.264, 0.874], [-1.529, 0.550, -0.344], [1.476, 0.295, -0.005], [-0.382, 0.458, -0.428], [-0.163, -0.119, 0.627], [-0.723, 0.773, -0.737], [1.471, -0.851, -1.465], [-2.628, -1.519, 1.661], [-0.379, -0.027, 0.498], [0.389, 1.147, -0.119], [0.939, 1.204, -0.399], [0.132, 0.168, -0.033], [0.169, 0.039, -0.138], [0.021, 0.055, 0.058], [-0.011, -0.153, -0.061], [0.033, -0.025, 0.066], [-0.097, -0.220, -0.014], [-0.090, -0.070, -0.198], [0.187, -0.204, 0.355], [-0.188, 0.044, -0.063], [-0.220, 0.050, -0.090], [0.257, -0.082, 0.140], [0.056, -0.545, 0.344], [0.240, 0.024, 0.168], [0.255, 0.028, 0.188], [0.603, -0.192, 0.527], [-0.209, -0.196, -0.605], [-0.045, 0.409, 0.168], [-0.534, -0.689, -0.353], [1.197, 0.765, -0.137], [-0.390, -0.125, 0.157], [-0.396, -0.648, -0.798], [0.057, 0.406, 2.136], [0.207, -0.163, -1.940], [-0.241, -0.054, 0.265], [-0.245, -0.121, -0.019], [-0.096, 0.152, 0.046], [-0.164, 0.022, 0.054], [0.108, -0.064, -0.045], [0.087, 0.026, 0.002], [0.160, -0.124, 0.134], [-0.099, 0.062, 0.055], [0.246, 0.101, -0.232], [0.181, 0.133, 0.090], [0.229, 0.100, 0.058], [-0.097, -0.053, 0.180]],
  "lowdin_charge": [0.08, -0.08, -0.35, 0.07, -0.28, -0.04, 0.03, -0.35, -0.01, -0.29, -0.01, -0.14, -0.15, 0.31, -0.24, -0.07, -0.09, 0.06, 0.07, 0.07, 0.15, 0.09, 0.07, 0.08, 0.13, 0.16, 0.11, 0.12, 0.10, 0.13, 0.12, 0.10, 0.11, -0.05, 0.02, -0.51, 0.04, -0.07, 0.06, -0.56, 0.02, 0.04, 0.08, 0.09, 0.09, 0.12, 0.12, 0.11, 0.10, 0.08, 0.08, 0.09],
  "charge": 0,
  "smiles": "C=CC(=O)[C@H](C)N[C@H](O)[C@H](O)COP(=O)(O)O.CNC(=O)CNC(C)=O",
  "homo_energy_ev": -9.33,
  "e_above_lowest_kcal_mol": 0.0,
  "gap_ev": 9.27,
  "e_lumo_ha": -0.00199
}


no.,largest force on an atom (eV Å⁻¹)
1,0.93
2,5.99
3,3.46